The following is a quantum chemistry calculation of C5H7NO as an isolated structure, from the Open Molecules 2025 dataset.

```
14
Properties=species:S:1:pos:R:3:lowdin_charge:R:1
O 1.46 0.02 -0.67 -0.049
N -0.99 -0.05 0.65 -0.043
C 0.18 0.67 1.28 -0.097
C 0.70 1.10 -0.10 -0.219
C -0.49 -1.34 0.08 -0.112
C 0.24 -0.64 -1.07 -0.222
C -0.62 0.56 -0.68 -0.150
H -0.11 1.51 1.93 0.114
H 0.05 -1.96 0.79 0.115
H -1.34 -1.89 -0.36 0.120
H 0.84 0.01 1.85 0.119
H -1.40 0.98 -1.31 0.140
H 0.33 -1.06 -2.08 0.144
H 1.12 2.08 -0.29 0.141
```

Output
orbital gap: 0.36115 Eh
energy: -8832.6418 eV
energy relative to the best compared isomer or geometry (same formula, charge and spin): 82.1 kcal/mol
LUMO level: 1.10 eV

=====

The following is a quantum chemistry calculation of a 2-piece molecular cluster, C7H9NO4P overall in a non-equilibrium geometry, from the Open Molecules 2025 dataset.

```
22
Properties=species:S:1:pos:R:3:lowdin_charge:R:1
P -2.68 0.33 -0.11 0.187
O -4.34 0.16 -0.50 -0.232
O -1.79 -0.04 -1.22 -0.309
O -2.53 -0.32 1.26 -0.380
O -2.78 1.93 0.05 -0.110
N -0.96 -2.91 0.21 0.128
C 2.47 0.39 -0.73 -0.137
C 0.94 1.10 0.95 -0.090
C 0.74 -1.10 -0.03 -0.242
C 1.89 -0.83 -0.76 -0.075
C 0.17 -2.42 -0.17 -0.216
C 0.37 -0.15 0.91 -0.069
C 2.07 1.36 0.17 -0.105
H 2.43 -1.48 -1.46 0.112
H -4.40 -0.82 -0.33 0.057
H 0.89 -2.92 -0.72 0.067
H 3.36 0.56 -1.34 0.093
H -1.46 -2.12 0.61 -0.010
H -0.55 -0.33 1.63 0.130
H 0.36 1.77 1.64 0.121
H 2.65 2.33 0.10 0.110
H -3.04 2.21 -0.75 -0.030
```

Output
orbital gap: 0.33015 Eh
energy: -26377.7954 eV
energy relative to the best compared isomer or geometry (same formula, charge and spin): 0.9 kcal/mol
total charge: -1
LUMO level: 3.48 eV

=====

The following is a quantum chemistry calculation of a 16-piece molecular cluster, C36H110N6O16 overall in a non-equilibrium geometry, from the Open Molecules 2025 dataset.

```
168
Properties=species:S:1:pos:R:3:lowdin_charge:R:1
O -0.89 -1.46 4.92 -0.133
O -2.68 0.64 -3.05 -0.074
O -4.13 2.08 3.37 -0.170
O 2.55 3.80 -0.43 -0.105
O -3.20 -2.66 4.31 -0.058
O 3.39 1.15 5.62 -0.183
O 1.53 -1.94 3.23 -0.122
O -6.94 -1.49 -1.77 -0.179
O 3.01 -0.52 1.20 -0.095
O 4.65 1.70 -1.22 -0.030
O -1.18 -0.76 0.70 -0.235
O 1.29 4.15 -6.59 -0.175
O -2.33 3.36 -3.85 -0.121
O -3.71 -4.90 2.72 -0.113
O 1.87 -3.81 -2.32 -0.199
O 4.45 -0.07 -3.35 -0.139
N 1.72 3.04 2.91 0.055
N -3.90 0.02 -0.43 0.068
N 0.94 1.21 0.15 0.071
N -0.64 0.92 2.95 0.067
N -0.14 1.85 -5.22 0.051
N 4.37 -2.61 -1.81 0.066
C -2.91 -5.95 2.14 -0.272
C -5.57 -1.18 0.87 -0.058
C -1.77 1.91 2.95 -0.392
C -4.99 -0.98 -0.51 -0.440
C -3.08 4.21 -2.95 -0.276
C 2.71 3.82 4.99 -0.076
C -3.05 1.16 3.32 -0.200
C 2.73 2.74 3.93 -0.430
C -7.82 -1.17 -2.82 -0.113
C -2.94 3.68 -1.55 -0.081
C 1.36 5.50 -6.34 -0.143
C 6.57 -1.08 -3.94 -0.086
C 1.47 5.14 -2.19 -0.076
C -5.98 -0.51 -1.56 -0.232
C -0.22 -1.71 7.24 -0.086
C 1.12 0.38 -2.09 -0.030
C 4.50 -5.06 -1.55 -0.065
C 2.97 0.03 6.39 -0.102
C 1.88 -3.82 1.73 -0.086
C 2.73 4.43 -1.69 -0.306
C 5.62 0.09 -4.14 -0.312
C -1.69 -2.01 1.02 -0.122
C 1.80 3.38 -5.51 -0.201
C -5.16 1.65 4.21 -0.126
C 0.20 0.50 -0.89 -0.408
C 4.26 -3.90 -2.51 -0.432
C 2.92 -4.03 -3.23 -0.208
C 0.63 -4.05 -2.90 -0.134
C -0.76 -0.80 6.17 -0.321
C 1.48 1.31 -6.94 -0.055
C -1.81 2.70 1.67 -0.065
C 2.56 1.33 4.49 -0.206
C -0.30 -0.83 -0.43 -0.155
C 1.30 1.96 -5.58 -0.417
C -2.70 -6.99 3.23 -0.078
C 2.08 -3.29 3.12 -0.268
H 6.10 1.02 -3.80 0.105
H 1.35 1.40 -2.41 0.068
H 3.48 -2.47 -1.32 0.058
H 0.81 2.61 3.14 0.031
H 0.70 4.38 -2.37 0.063
H -1.72 -0.35 6.47 0.113
H -0.24 2.11 -4.25 0.038
H 3.41 3.67 5.81 0.070
H 1.50 1.19 4.74 0.105
H 0.66 -2.04 3.66 0.048
H 0.06 -1.26 8.19 0.075
H -0.89 -1.28 -1.24 0.130
H -4.15 4.24 -3.22 0.115
H 4.47 -6.00 -2.12 0.074
H -0.92 -2.77 1.23 0.078
H -3.78 -2.61 5.09 0.070
H 2.24 -0.01 0.84 -0.013
H 1.07 5.75 -1.38 0.081
H 2.07 0.33 6.93 0.081
H -1.76 -1.93 4.87 0.046
H 0.63 -4.94 -3.54 0.085
H 5.35 2.28 -1.56 0.064
H -3.23 2.64 -1.44 0.058
H -2.30 -2.43 0.21 0.093
H -4.82 -1.41 1.62 0.054
H 2.20 4.39 0.24 0.097
H -3.26 0.37 2.58 0.117
H 3.89 2.29 -1.06 0.022
H -4.32 -4.56 2.07 0.096
H 5.37 0.25 -5.19 0.105
H -2.09 2.13 0.78 0.062
H 1.99 2.47 2.11 0.047
H 2.66 -0.93 2.00 -0.018
H 0.64 -0.14 -2.92 0.085
H -7.24 -0.97 -3.73 0.087
H -3.08 -0.38 0.01 0.032
H -3.47 -3.49 3.85 0.029
H 4.48 0.61 -2.64 0.036
H -0.76 0.34 2.09 0.053
H 0.84 -4.08 1.48 0.054
H 6.88 -1.18 -2.91 0.080
H -0.13 0.09 6.04 0.090
H 1.71 3.98 5.42 0.077
H -6.37 0.47 -1.24 0.138
H 6.05 -1.99 -4.26 0.063
H 0.28 -3.23 -3.53 0.086
H -3.61 4.27 -0.91 0.089
H 1.64 -3.90 3.91 0.112
H -2.71 5.23 -3.09 0.113
H -5.43 0.60 4.01 0.083
H -0.08 -4.19 -2.08 0.083
H -1.96 -5.50 1.85 0.104
H -4.90 1.77 5.27 0.088
H 1.37 2.08 -0.16 0.056
H 5.49 -5.00 -1.10 0.074
H 2.09 -0.02 -1.80 0.078
H 3.72 2.75 3.47 0.143
H -8.50 -2.01 -2.89 0.087
H -2.43 0.17 -3.86 0.054
H 2.93 4.79 4.54 0.070
H 2.86 -3.27 -4.02 0.129
H -6.10 2.19 4.04 0.085
H -1.94 3.78 -1.13 0.068
H -2.33 -6.52 4.14 0.076
H 2.91 -0.87 5.77 0.086
H -2.26 -2.02 1.96 0.079
H 0.67 5.89 -5.59 0.085
H 0.32 1.51 0.89 0.032
H 3.13 -3.17 3.39 0.116
H 1.75 1.39 -4.77 0.119
H -6.17 -0.34 1.22 0.083
H -3.69 -7.41 3.44 0.076
H 4.31 -1.86 -2.52 0.034
H 2.20 -3.13 0.95 0.059
H -0.65 2.51 -5.80 0.063
H -5.38 -0.34 -2.48 0.120
H -0.68 1.09 -1.19 0.126
H 2.49 1.49 -7.30 0.082
H 1.18 0.26 -6.91 0.077
H -0.91 0.26 3.69 0.036
H 3.72 -0.18 7.15 0.086
H -3.37 -6.42 1.27 0.116
H -2.33 3.68 -4.75 0.087
H -4.56 -1.91 -0.91 0.134
H -2.86 0.65 4.27 0.114
H 3.72 -5.11 -0.79 0.063
H 2.99 3.67 -2.44 0.099
H -0.85 3.18 1.49 0.067
H 0.52 -1.51 -0.15 0.131
H -2.57 3.49 1.74 0.084
H 2.44 -4.75 1.56 0.074
H 3.58 5.12 -1.66 0.119
H 1.38 3.83 -4.59 0.096
H 2.38 5.76 -6.00 0.091
H -6.27 -2.03 0.87 0.076
H -0.99 -2.46 7.46 0.072
H 2.89 3.42 -5.45 0.134
H -2.01 -7.76 2.88 0.078
H 7.43 -0.98 -4.60 0.073
H 2.82 -5.05 -3.64 0.121
H 0.64 -2.30 6.89 0.073
H -2.54 1.59 -3.25 0.005
H -1.60 2.63 3.76 0.140
H 1.18 6.07 -7.25 0.089
H 0.81 1.77 -7.67 0.078
H 1.66 5.72 -3.08 0.066
H 5.08 -3.97 -3.24 0.125
H 2.81 0.62 3.69 0.114
H -3.60 0.15 -1.41 0.028
H -8.38 -0.24 -2.63 0.088
```

Output
orbital gap: 0.31753 Eh
energy: -80813.6876 eV
energy relative to the best compared isomer or geometry (same formula, charge and spin): 0.0 kcal/mol
LUMO level: 0.25 eV

=====

Number 1: HOMO energy -8.731 eV. Number 2: HOMO energy -5.505 eV. Number 3: HOMO energy -8.393 eV.